## A
Entry from OMol25: 3 unconnected molecules or ions with the total composition C2H3ClO2S (the ωB97M-V functional and the def2-TZVPD basis).

Geometry (Å):
C (-2.168, 0.310, 0.262)
C (-1.403, 1.203, 0.443)
O (0.397, -2.433, 0.985)
O (1.565, -1.495, -0.990)
S (0.413, -2.213, -0.451)
Cl (3.477, 0.450, 0.182)
H (-3.048, -0.291, 0.107)
H (2.739, -0.635, -0.415)
H (-0.958, 2.023, 0.853)

## Properties
* HOMO (alpha / beta): -0.3373 / -0.4042 Ha
* spin multiplicity: 3
* gap between HOMO and LUMO (alpha / beta): 9.8 / 5.7 eV
* LUMO level (alpha / beta): 0.6 / -5.3 eV

## B
Entry from OMol25: C2H3ClO2S in the gas phase (the ωB97M-V functional and the def2-TZVPD basis).

Geometry (Å):
C (-0.095, -0.983, -0.501)
C (-0.373, 0.057, 0.615)
O (1.742, 1.036, -0.578)
O (-1.034, 1.202, 0.236)
S (1.436, -0.158, 0.215)
Cl (-0.719, -0.425, 2.314)
H (-0.298, -2.049, -0.562)
H (-0.338, -0.485, -1.533)
H (-0.322, 1.805, -0.205)

## Properties
* HOMO (alpha / beta): -0.2015 / -0.3692 Ha
* spin multiplicity: 3
* gap between HOMO and LUMO (alpha / beta): 6.2 / 6.7 eV
* LUMO level (alpha / beta): 0.7 / -3.3 eV

Which one is most stable, and which one is least stable? A is the most stable of them, while B is the least stable.

## A
Entry from OMol25: 2 unconnected molecules or ions with the total composition CH5N2S (the ωB97M-V functional and the def2-TZVPD basis).

Geometry (Å):
C (-0.289, 0.429, 0.112)
N (-0.032, 0.844, 1.340)
N (0.493, -0.268, -0.618)
S (0.291, -1.003, -2.237)
H (-1.552, 0.887, -0.520)
H (-0.764, 1.434, 1.834)
H (0.737, 0.330, 1.724)
H (1.311, -0.552, -0.186)
H (-0.195, -2.101, -1.448)

## Properties
* HOMO: -0.5503 Ha
* total charge: +1
* gap between HOMO and LUMO: 10.6 eV
* LUMO level: -4.4 eV

## B
Entry from OMol25: 2 unconnected molecules or ions with the total composition CH5N2S (the ωB97M-V functional and the def2-TZVPD basis).

Geometry (Å):
C (-0.129, 0.175, -0.357)
N (0.863, 0.510, -1.171)
N (-0.450, -0.991, 0.092)
S (-1.621, -1.220, 1.245)
H (-0.869, 0.902, 0.095)
H (0.994, 1.548, -1.385)
H (1.627, -0.180, -1.323)
H (0.257, -1.677, -0.076)
H (-0.671, 0.933, 2.880)

## Properties
* HOMO (alpha / beta): -0.5267 / -0.5369 Ha
* total charge: +1
* gap between HOMO and LUMO (alpha / beta): 7.4 / 10.0 eV
* LUMO level (alpha / beta): -6.9 / -4.6 eV

Which one is most stable, and which one is least stable? A is the most stable of them, while B is the least stable.

## A
Entry from OMol25: a gas-phase ion, CH5N2S (charge +1) (the ωB97M-V functional and the def2-TZVPD basis).

Geometry (Å):
N (-1.326, -0.340, 0.018)
C (-0.037, 0.244, 0.034)
N (1.071, -0.456, -0.071)
S (2.738, -0.081, 0.080)
H (-2.258, 0.122, 0.282)
H (-1.325, -1.370, -0.097)
H (0.134, 1.336, -0.073)
H (0.813, -1.520, -0.003)
H (2.380, 1.268, -0.023)

## Properties
* HOMO: -0.5192 Ha
* SMILES string: N/C=[NH+]/S
* total charge: +1
* gap between HOMO and LUMO: 9.6 eV
* LUMO level: -4.5 eV

## B
Entry from OMol25: a gas-phase ion, CH5N2S (charge +1) (the ωB97M-V functional and the def2-TZVPD basis).

Geometry (Å):
N (1.624, 0.231, -0.325)
C (0.347, 0.417, -0.218)
N (-0.559, -0.386, 0.332)
S (-2.225, 0.079, -0.050)
H (2.246, 1.079, -0.406)
H (2.039, -0.553, 0.015)
H (-0.137, 1.369, -0.639)
H (-0.421, -1.487, 0.455)
H (-2.914, -0.748, 0.835)

## Properties
* HOMO: -0.5178 Ha
* SMILES string: N/C=[NH+]/S
* total charge: +1
* gap between HOMO and LUMO: 9.9 eV
* LUMO level: -4.2 eV

Which one is most stable, and which one is least stable? B is the most stable of them, while A is the least stable.

## A
Entry from OMol25: a molecular structure, C8H16Cl8 (the ωB97M-V functional and the def2-TZVPD basis).

Geometry (Å):
Cl (-1.745, -0.287, 0.156)
C (-3.106, -0.989, -0.751)
C (-4.441, -0.202, -0.683)
Cl (-5.561, -1.039, -1.716)
H (-3.126, -2.060, -0.545)
H (-2.869, -1.039, -1.814)
H (-4.224, 0.804, -1.042)
H (-4.850, -0.213, 0.327)
Cl (1.102, 1.569, -1.758)
C (0.223, 0.646, -0.551)
C (1.252, -0.093, 0.395)
Cl (1.972, -1.514, -0.284)
H (-0.520, -0.022, -0.988)
H (-0.298, 1.382, 0.061)
H (0.625, -0.462, 1.206)
H (2.049, 0.517, 0.820)
Cl (1.104, 3.443, 4.433)
C (2.571, 2.356, 4.175)
C (2.985, 2.363, 2.782)
Cl (1.668, 1.661, 1.710)
H (2.314, 1.369, 4.557)
H (3.242, 2.761, 4.932)
H (3.890, 1.764, 2.675)
H (3.245, 3.371, 2.459)
Cl (1.063, -1.574, -4.516)
C (1.037, -2.262, -2.835)
C (-0.281, -1.812, -2.140)
Cl (-1.757, -2.468, -2.797)
H (1.896, -1.789, -2.359)
H (1.250, -3.330, -2.816)
H (-0.437, -0.742, -2.004)
H (-0.273, -2.108, -1.091)

## Properties
* HOMO: -0.3373 Ha
* gap between HOMO and LUMO: 9.4 eV
* LUMO level: 0.2 eV

## B
Entry from OMol25: a molecular structure, C8H16Cl8 (the ωB97M-V functional and the def2-TZVPD basis).

Geometry (Å):
Cl (6.972, 3.222, 13.107)
C (7.978, 4.669, 13.523)
C (7.310, 5.945, 13.299)
Cl (7.318, 6.297, 11.583)
H (8.900, 4.435, 12.993)
H (8.245, 4.692, 14.580)
H (7.888, 6.710, 13.818)
H (6.300, 5.966, 13.708)
Cl (4.314, 9.124, 10.391)
C (5.763, 9.578, 11.217)
C (6.540, 8.336, 11.767)
Cl (7.701, 8.693, 13.030)
H (5.384, 10.224, 12.009)
H (6.411, 10.121, 10.529)
H (7.077, 7.820, 10.971)
H (5.845, 7.660, 12.267)
Cl (10.257, 7.308, 14.434)
C (9.600, 7.883, 12.877)
C (10.745, 8.009, 11.854)
Cl (10.111, 9.024, 10.420)
H (9.027, 8.805, 12.971)
H (8.886, 7.115, 12.579)
H (11.274, 7.166, 11.411)
H (11.531, 8.534, 12.397)
Cl (15.000, 8.910, 13.404)
C (13.940, 9.365, 12.058)
C (14.255, 8.472, 10.813)
Cl (14.088, 6.743, 11.244)
H (13.952, 10.432, 11.834)
H (12.893, 9.326, 12.359)
H (15.280, 8.731, 10.548)
H (13.705, 8.615, 9.883)

## Properties
* HOMO: -0.3150 Ha
* gap between HOMO and LUMO: 9.0 eV
* LUMO level: 0.4 eV

## C
Entry from OMol25: 4 unconnected molecules or ions with the total composition C8H16Cl8 (the ωB97M-V functional and the def2-TZVPD basis).

Geometry (Å):
Cl (0.046, 1.073, 0.909)
C (-0.895, -0.428, 0.660)
C (-0.349, -1.418, 1.660)
Cl (-0.217, -3.087, 0.906)
H (-0.618, -0.794, -0.329)
H (-1.955, -0.177, 0.715)
H (-0.882, -1.416, 2.611)
H (0.683, -1.209, 1.943)
Cl (3.619, -3.176, -1.609)
C (2.984, -1.679, -1.166)
C (3.059, -0.792, -2.419)
Cl (2.093, 0.614, -2.102)
H (3.626, -1.257, -0.393)
H (2.007, -1.820, -0.704)
H (2.669, -1.436, -3.207)
H (4.035, -0.484, -2.795)
Cl (-7.087, -1.450, 0.413)
C (-5.465, -1.979, 0.060)
C (-5.416, -2.124, -1.505)
Cl (-5.503, -0.540, -2.333)
H (-5.228, -2.907, 0.580)
H (-4.710, -1.239, 0.325)
H (-6.305, -2.651, -1.853)
H (-4.515, -2.585, -1.909)
Cl (2.871, 4.909, -0.431)
C (2.699, 3.696, 0.890)
C (3.194, 4.329, 2.196)
Cl (4.884, 4.897, 2.020)
H (3.269, 2.820, 0.579)
H (1.649, 3.408, 0.935)
H (3.215, 3.702, 3.088)
H (2.543, 5.200, 2.264)

## Properties
* HOMO: -0.3894 Ha
* SMILES string: ClCCCl.ClCCCl.ClCCCl.ClCCCl
* gap between HOMO and LUMO: 10.9 eV
* LUMO level: 0.3 eV

Which one is most stable, and which one is least stable? C is the most stable of them, while B is the least stable.